No. 1
# C23H18BCl41F3N3O6S

11 unconnected molecules or ions with the total composition C23H18BCl41F3N3O6S in a non-equilibrium geometry (wB97M-V/def2-TZVPD, the OMol25 dataset).

## Properties
charge = 0
highest occupied orbital energy = -9.527 eV
multiplicity = 1
total energy = -21093.3291 a.u.

Element x y z (Å)
1 N -0.31846 -0.00113 -3.68858
2 C 0.97579 0.63344 -3.51378
3 N 1.63879 0.70260 -4.83195
4 N 0.81935 1.98775 -2.96239
5 C 1.97168 -0.14208 -2.54542
6 C 1.38125 -0.50714 -1.18501
7 C 0.83535 -1.69974 -0.89251
8 C 0.79567 -2.75886 -1.99210
9 B -0.24690 -3.96528 -1.77520
10 O -1.48829 -3.89650 -2.36503
11 O 0.16560 -5.05554 -1.03126
12 C 0.35081 -1.89197 0.51703
13 O 0.34570 -2.92882 1.09080
14 C -0.12790 -0.66057 1.32139
15 S -1.38501 -0.85670 2.59935
16 O -2.02928 -2.12726 2.44244
17 O -2.36904 0.18869 2.51581
18 C -0.67381 -0.88015 4.32295
19 F -0.86241 0.25878 4.96512
20 F -1.38880 -1.79224 5.00918
21 F 0.58674 -1.25409 4.37395
22 C 0.43938 0.51363 1.03993
23 C 0.15430 1.83561 1.74643
24 C 0.86534 1.98538 3.14614
25 C 2.24511 2.67649 3.06721
26 Cl 3.54591 1.48668 2.62801
27 C 1.47205 0.56960 -0.09694
28 O 2.28932 1.41769 -0.17931
29 H -0.28726 -0.80433 -4.30616
30 H -0.76578 -0.22014 -2.80373
31 H 1.95047 -0.23136 -5.11127
32 H 2.51927 1.20163 -4.67997
33 H -0.12356 2.06789 -2.59431
34 H 0.96776 2.62573 -3.74038
35 H 2.81371 0.54806 -2.33680
36 H 2.42574 -1.01030 -3.05729
37 H 1.82306 -3.16974 -2.08875
38 H 0.54093 -2.28669 -2.97000
39 H -2.17235 -4.27495 -1.79170
40 H 1.08491 -4.89879 -0.77570
41 H 0.58339 2.63064 1.10663
42 H -0.91740 2.04396 1.86554
43 H 0.16578 2.53508 3.79997
44 H 1.03717 1.01409 3.63659
45 H 2.25741 3.54878 2.39430
46 H 2.50709 3.02486 4.08087
47 Cl -5.36813 1.19994 3.08145
48 C -6.06519 -0.36485 3.52548
49 Cl -6.83289 -1.09286 2.10573
50 Cl -4.79141 -1.43643 4.11881
51 Cl -7.27707 -0.13235 4.79557
52 Cl -4.79291 -5.40006 6.32404
53 C -3.02611 -5.27377 6.29535
54 Cl -2.39891 -5.41024 7.94614
55 Cl -2.36090 -6.58230 5.30493
56 Cl -2.55444 -3.71380 5.60036
57 Cl 2.84568 -4.36568 -7.25607
58 C 2.88017 -3.44446 -5.75254
59 Cl 3.95014 -4.24911 -4.59755
60 Cl 3.48231 -1.81177 -6.07379
61 Cl 1.24220 -3.30884 -5.05630
62 Cl 0.24772 -5.80578 -6.15359
63 C -0.55008 -7.13044 -7.01671
64 Cl -2.30251 -6.99624 -6.81417
65 Cl -0.14539 -7.03608 -8.73860
66 Cl 0.00330 -8.68015 -6.36458
67 Cl 0.21493 -3.32168 7.03772
68 C 1.56633 -3.72227 8.10397
69 Cl 2.80106 -2.45621 7.99827
70 Cl 0.98427 -3.84117 9.77192
71 Cl 2.26591 -5.27137 7.61148
72 Cl -3.37707 0.18440 -5.30772
73 C -3.03854 1.89333 -5.62325
74 Cl -2.63582 2.71249 -4.10502
75 Cl -1.67769 2.02758 -6.74409
76 Cl -4.46971 2.65435 -6.33503
77 Cl -5.07997 -3.14894 8.97916
78 C -4.67164 -1.48577 8.54729
79 Cl -4.15969 -0.60903 10.00097
80 Cl -3.35210 -1.47646 7.36426
81 Cl -6.09232 -0.69552 7.84820
82 Cl 3.58976 3.66767 -3.02049
83 C 3.59696 4.56872 -1.49431
84 Cl 4.67308 3.77143 -0.33950
85 Cl 4.16094 6.22000 -1.79315
86 Cl 1.95637 4.62447 -0.83181
87 Cl 5.09832 11.86993 -1.94329
88 C 4.12826 10.40333 -2.13677
89 Cl 5.19399 8.99594 -2.25200
90 Cl 3.05600 10.21361 -0.74324
91 Cl 3.16033 10.52581 -3.61464
92 Cl -1.36233 7.31075 -4.58791
93 C -0.02686 6.97072 -3.47719
94 Cl 1.13338 8.30773 -3.51890
95 Cl -0.65981 6.78834 -1.83302
96 Cl 0.78174 5.47430 -3.96864

Results of the Mulliken charge analysis, in e, for atoms 1 through 8: -0.30, 0.00, -0.66, 0.22, -1.19, -0.33, 1.94, 0.27

***

No. 2
# C23H18BiClI2N4O6P

A molecular structure, C23H18BiClI2N4O6P in a non-equilibrium geometry (wB97M-V/def2-TZVPD, the OMol25 dataset).

## Properties
charge = +1
highest occupied orbital energy = -12.155 eV
multiplicity = 1
total energy = -3168.5661 a.u.

Element x y z (Å)
1 Bi -0.07875 -2.13416 -0.26501
2 O 2.07224 -1.99254 -2.88286
3 N 1.75376 -1.22004 -1.79387
4 C 2.38668 -0.12921 -1.80493
5 C 2.36353 0.99012 -0.85403
6 C 3.65664 1.49991 -0.68303
7 C 3.83077 2.54366 0.20126
8 C 2.82832 2.87069 1.05967
9 C 1.49982 2.41377 0.94776
10 C 1.32340 1.34457 0.04054
11 P -0.29861 0.49942 -0.29002
12 C -1.55903 0.83224 0.91231
13 C -1.50388 0.37786 2.23338
14 C -2.59091 0.53667 3.04111
15 C -3.72933 1.23759 2.62494
16 C -3.76579 1.75803 1.35471
17 C -2.67723 1.51548 0.53549
18 C -0.99978 1.10391 -1.80602
19 C -0.72453 2.42212 -2.24991
20 C -1.17942 2.84170 -3.50785
21 C -1.79498 1.86578 -4.33434
22 C -2.07385 0.60272 -3.89069
23 C -1.60620 0.16511 -2.65193
24 H 2.13389 -2.92496 -2.55198
25 H 3.10972 0.01074 -2.59955
26 H 4.43008 1.18199 -1.39532
27 H 4.83667 3.05446 0.26383
28 H 2.97768 3.62475 1.85155
29 H 0.64124 2.55601 1.70207
30 H -0.62196 -0.08753 2.62588
31 H -2.57259 0.12552 4.00574
32 H -4.59954 1.39842 3.30666
33 H -4.59274 2.33598 0.94129
34 H -2.86143 1.86789 -0.48156
35 H -0.16234 3.13362 -1.56088
36 H -1.07410 3.83251 -3.95653
37 H -2.23318 2.18307 -5.29293
38 H -2.70621 -0.14737 -4.37472
39 H -1.82900 -0.81770 -2.22536
40 I -3.60232 -2.20523 -0.19785
41 C -3.36953 -2.67947 1.82896
42 I -1.63944 -3.87349 2.25080
43 H -4.31591 -3.24912 1.87036
44 H -3.36425 -1.75943 2.42485
45 O 1.00324 -5.96419 0.17467
46 Cl 1.40495 -4.93402 -0.64407
47 O 1.53477 -3.65359 0.19654
48 O 2.60489 -5.25089 -1.37466
49 O 0.41496 -4.55693 -1.66836
50 O 0.77150 -1.54702 1.65615
51 N 2.04148 -1.25956 1.59065
52 C 2.55147 -0.71321 2.62099
53 C 1.81633 -0.41178 3.82815
54 N 1.09384 -0.12360 4.69433
55 C 3.96379 -0.50943 2.36202
56 N 5.08120 -0.58188 2.19163

Results of the Mulliken charge analysis, in e, for atoms 1 through 8: 1.18, -0.54, 0.38, -1.24, 0.74, -0.59, -0.70, -0.45

***

No. 3
# C23H18Cl5O2Rh

A molecular structure, C23H18Cl5O2Rh (wB97M-V/def2-TZVPD, the OMol25 dataset).

## Properties
energy above the lowest of the compared OMol25 structures with the same formula, charge and spin = 0.0 kcal per mole
charge = 0
highest occupied orbital energy = -8.651 eV
multiplicity = 1
total energy = -3449.2443 a.u.

Element x y z (Å)
1 Rh -0.70958 0.70243 -1.59237
2 Cl -0.34767 -2.34555 -2.47973
3 C 1.05171 -1.33748 -2.66427
4 C 0.98706 0.00846 -2.30117
5 C 2.17055 0.74493 -2.38244
6 Cl 2.22172 2.39869 -1.88325
7 C 3.35408 0.17393 -2.85456
8 Cl 4.79444 1.10862 -2.95991
9 C 3.38015 -1.16280 -3.24027
10 Cl 4.83380 -1.87123 -3.82426
11 C 2.22310 -1.92663 -3.13707
12 Cl 2.25290 -3.58912 -3.57666
13 C 1.26899 -0.95462 6.26478
14 C 0.90511 -0.67539 4.83262
15 C 0.56718 0.60460 4.41740
16 C 0.21920 0.87935 3.10020
17 C -0.12206 2.29443 2.71265
18 C 0.18769 -0.17782 2.18457
19 C 0.51974 -1.48282 2.57559
20 C 0.52162 -2.63949 1.61044
21 C 0.88470 -1.70212 3.89642
22 C -0.18832 0.07246 0.77058
23 O -0.96870 -0.68669 0.14138
24 O 0.29769 1.08146 0.14741
25 H 1.50836 -0.03575 6.79861
26 H 2.12851 -1.62245 6.32862
27 H 0.43990 -1.43783 6.78599
28 H 0.58013 1.41700 5.13572
29 H -0.24290 2.90760 3.60478
30 H -1.04654 2.34319 2.13590
31 H 0.66105 2.72891 2.09204
32 H 1.03424 -2.38934 0.68051
33 H -0.49378 -2.92502 1.33842
34 H 1.02124 -3.49743 2.05855
35 H 1.16255 -2.70509 4.20225
36 C -0.65092 2.31578 -2.85427
37 C -1.94179 1.70132 -3.05709
38 C -3.08747 2.10446 -2.31210
39 C -4.18178 1.28266 -2.21806
40 C -4.19698 0.01916 -2.83821
41 C -3.09553 -0.40920 -3.52839
42 C -1.94374 0.40186 -3.61513
43 H -0.62871 3.27424 -2.34677
44 H 0.07993 2.21690 -3.64905
45 H -3.08401 3.07774 -1.83753
46 H -5.04731 1.61055 -1.65655
47 H -5.07260 -0.60988 -2.75707
48 H -3.08926 -1.38003 -4.00554
49 H -1.11768 0.09305 -4.24371

Results of the Mulliken charge analysis, in e, for atoms 1 through 8: -0.31, -0.12, 1.22, -1.12, 1.11, -0.15, -0.01, -0.20

***

No. 4
# C23H18CuF9N2O6S2Sb

A molecular structure, C23H18CuF9N2O6S2Sb in a non-equilibrium geometry (wB97M-V/def2-TZVPD, the OMol25 dataset).

## Properties
energy above the lowest of the compared OMol25 structures with the same formula, charge and spin = 0.0 kcal per mole
<S²> = 0.75
charge = 0
highest occupied orbital energy (alpha / beta) = -9.049 / -9.361 eV
multiplicity = 2
total energy = -5024.0322 a.u.

Element x y z (Å)
1 Cu -1.70341 -0.21265 0.82325
2 N -3.26931 -0.77025 2.12696
3 C -4.56544 -1.05874 1.47098
4 C -4.35267 -1.79125 0.12347
5 C -3.85749 -0.95614 -1.03252
6 O -4.46051 -0.85937 -2.09614
7 O -2.72273 -0.31000 -0.75341
8 H -2.90015 -1.63521 2.47915
9 H -3.52151 -0.22395 2.94335
10 H -5.07309 -0.19367 1.17751
11 H -5.06927 -1.76106 2.19615
12 H -5.24872 -2.26659 -0.14705
13 H -3.62778 -2.69221 0.29414
14 F 2.15466 0.64950 3.41920
15 C 1.21075 0.68774 4.33957
16 F 1.73833 0.14915 5.47123
17 F 0.89478 1.94440 4.61626
18 S -0.32980 -0.20987 3.85870
19 O -0.65187 0.49867 2.61053
20 O -1.32938 -0.15009 4.89650
21 N 0.19225 -1.68031 3.59199
22 S 0.46226 -2.20513 2.09825
23 O 1.57006 -1.68378 1.39716
24 O -0.75668 -2.28318 1.34899
25 C 0.79630 -4.05089 2.60376
26 F 1.73218 -4.17136 3.50270
27 F -0.37061 -4.44398 3.10379
28 F 1.28058 -4.73794 1.57466
29 F 5.51192 2.06390 1.94397
30 C 4.33641 1.69182 1.24221
31 C 4.24795 0.61466 0.42737
32 C 3.08047 0.21579 -0.15121
33 C 1.94706 0.98627 0.07545
34 C 2.07573 2.18728 0.79540
35 C 3.26235 2.57130 1.35132
36 Sb 0.05661 0.54004 -0.79836
37 C 0.53204 -0.93607 -2.29935
38 C -0.13969 -2.17902 -2.18008
39 C -0.02880 -3.10076 -3.23742
40 C 0.91126 -2.82048 -4.24202
41 F 1.08065 -3.67691 -5.25551
42 C 1.56080 -1.58373 -4.27789
43 C 1.34907 -0.64011 -3.30589
44 C -0.13784 2.41433 -1.80206
45 C -1.38187 2.77262 -2.16751
46 C -1.57768 3.94511 -2.91606
47 C -0.51267 4.84346 -3.05569
48 F -0.58942 6.09200 -3.50167
49 C 0.79183 4.45482 -2.67445
50 C 0.96429 3.25709 -2.05086
51 H 5.13365 0.03819 0.27883
52 H 3.08737 -0.71272 -0.64499
53 H 1.21178 2.76736 1.06322
54 H 3.36942 3.51323 1.92594
55 H -0.72102 -2.39293 -1.29001
56 H -0.58298 -4.04766 -3.20376
57 H 2.33377 -1.29961 -5.05649
58 H 1.85280 0.28952 -3.38208
59 H -2.26646 2.18551 -1.91970
60 H -2.53979 4.38582 -3.16565
61 H 1.63431 5.08788 -2.87895
62 H 1.92496 2.89014 -1.68517

Results of the Mulliken charge analysis, in e, for atoms 1 through 8: -0.25, -0.02, -0.65, -0.55, 0.43, -0.65, -0.79, 0.21

***

How do the records compare in molar mass? In the order shown, they have 1985.86; 975.63; 606.57; 838.83 g mol⁻¹.